C3H5N3 | the ωB97M-V functional and the def2-TZVPD basis

Structure (XYZ):
```
11
Properties=species:S:1:pos:R:3:forces:R:3:mulliken_charge:R:1
C 1.651 -0.394 0.156 0.14 0.06 0.04 -0.867
N 0.345 -0.934 -0.155 -0.29 0.22 -0.03 -0.461
C -0.672 -0.174 -0.160 0.17 -0.22 -0.03 0.647
N -0.785 1.175 0.086 0.10 0.05 0.05 -0.434
C -1.933 -0.808 -0.545 -0.91 -0.51 -0.30 0.122
N -2.919 -1.320 -0.863 0.92 0.57 0.34 -0.383
H 2.390 -1.186 0.005 -0.09 0.18 0.05 0.275
H 1.923 0.450 -0.494 -0.09 -0.07 0.09 0.324
H 1.731 -0.063 1.202 -0.08 -0.01 -0.12 0.311
H -0.035 1.668 0.543 -0.04 -0.16 -0.07 0.221
H -1.706 1.578 0.178 0.16 -0.12 -0.01 0.245
```
Forces are in eV/Å.

Output
energy	-281.55658	Ha
charge	0
relative energy (zero: lowest compared OMol25 entry of this formula, charge and spin)	0.9106	eV
SMILES string	C/N=C(\N)C#N